{
  "formula": "C23H41BO16P2",
  "method": "ωB97M-V/def2-TZVPD",
  "symbols": ["C", "C", "O", "O", "C", "C", "C", "C", "C", "C", "C", "C", "C", "C", "C", "O", "O", "C", "O", "C", "C", "B", "O", "O", "C", "O", "H", "H", "H", "H", "H", "H", "H", "H", "H", "H", "H", "H", "H", "H", "H", "H", "H", "H", "H", "H", "H", "H", "H", "C", "O", "P", "O", "O", "C", "O", "C", "H", "H", "H", "H", "H", "H", "H", "H", "H", "C", "O", "P", "O", "O", "C", "O", "C", "H", "H", "H", "H", "H", "H", "H", "H", "H"],
  "coordinates": [[2.6305, -3.1787, 0.1941], [1.8597, -1.7853, -0.2622], [1.9954, -0.7432, 0.6039], [1.0732, -1.6135, -1.4937], [1.7128, -0.6426, -2.4197], [0.6790, -0.0977, -3.5821], [0.3477, 1.5236, -3.4705], [-0.3830, 1.9597, -2.0690], [-2.0517, 1.9629, -2.1634], [-2.5825, 1.8666, -0.6108], [-3.7906, 0.7873, -0.3594], [-3.6244, -0.6793, -0.5491], [-2.2313, -1.3997, -1.0261], [-2.5270, -2.6602, -2.0848], [-3.6011, -2.2726, -3.2620], [-4.7322, -3.0184, -3.3438], [-3.4897, -1.1600, -4.2209], [-4.9598, -1.6158, -0.1962], [-4.7162, -2.8433, 0.2710], [-6.4531, -0.9681, -0.3921], [-6.6167, 0.5132, -0.1831], [-8.1263, 1.1482, -0.3344], [-8.3945, 2.0293, -1.4925], [-9.2057, 0.8178, 0.6327], [-5.2559, 1.3575, 0.1776], [-5.2522, 2.4818, 0.9301], [1.9035, -4.1017, 0.0629], [3.6282, -3.3643, -0.4004], [2.9130, -3.1631, 1.3540], [2.5509, -1.2672, -2.9946], [2.3020, 0.2182, -1.8615], [-0.3149, -0.7367, -3.5831], [1.2043, -0.2620, -4.6350], [-0.2045, 1.9471, -4.4335], [1.4157, 2.0565, -3.4667], [-0.0916, 3.0244, -1.6689], [-0.1242, 1.1211, -1.2632], [-2.3790, 0.9436, -2.6853], [-2.4317, 2.9087, -2.7527], [-1.7494, 1.6473, 0.1816], [-3.0261, 2.9442, -0.3515], [-1.4723, -0.7030, -1.5810], [-1.6186, -1.8956, -0.1295], [-2.9664, -3.6107, -1.5118], [-1.5403, -3.0310, -2.6212], [-4.4006, -0.9889, -4.6483], [-7.3295, -1.6862, -0.6874], [-8.3822, 1.3937, -2.2879], [-9.4855, -0.1186, 0.3739], [3.7492, -4.5220, 5.4472], [5.0229, -4.4547, 4.8218], [5.3823, -5.5708, 3.5497], [3.9712, -5.3955, 2.9738], [5.4047, -6.7927, 4.6578], [6.4020, -6.7413, 5.6593], [5.7416, -6.6869, 2.2777], [4.9802, -7.8789, 2.1677], [3.8277, -4.0557, 6.4328], [3.0187, -3.9605, 4.8589], [3.4150, -5.5545, 5.5770], [5.9272, -6.4837, 6.6128], [7.1705, -5.9988, 5.4283], [6.8675, -7.7247, 5.7540], [3.9090, -7.6649, 2.1010], [5.1755, -8.5449, 3.0101], [5.2820, -8.3922, 1.2529], [0.2824, 7.7793, -2.0949], [1.4406, 6.9806, -1.8979], [1.6404, 6.1686, -0.3834], [0.1515, 5.7988, -0.3656], [1.8798, 7.6300, 0.3436], [3.0174, 8.3717, -0.0512], [1.8401, 5.3567, 1.1311], [1.1160, 5.8143, 2.2621], [0.4950, 8.4987, -2.8901], [-0.5509, 7.1488, -2.4160], [0.0112, 8.3307, -1.1909], [2.6866, 9.2257, -0.6531], [3.7125, 7.7658, -0.6385], [3.5285, 8.7468, 0.8381], [0.0402, 5.8433, 2.0637], [1.4642, 6.8005, 2.5745], [1.2916, 5.1171, 3.0834]],
  "atomic_forces_ev_per_a": [[-0.78, -0.51, 0.16], [1.11, 5.05, 4.47], [-1.09, -6.38, -5.91], [2.48, 0.16, 2.16], [1.53, 0.12, -1.59], [-0.24, 0.36, -0.24], [1.18, 0.56, 0.35], [-1.12, -0.68, -0.07], [1.14, -1.60, 0.46], [-1.56, 1.15, 0.51], [-0.06, -3.02, -0.59], [-1.34, 3.17, 0.53], [0.10, -1.08, -0.33], [0.02, 0.00, -0.45], [-6.39, -2.86, -1.09], [6.79, 4.64, 0.45], [-0.79, -2.09, 2.26], [2.04, -3.86, 1.50], [-1.96, 7.06, -2.83], [1.09, 3.56, 0.75], [1.75, -4.32, -0.22], [-1.25, 0.90, -0.10], [0.30, -3.50, 0.95], [2.00, -1.02, -3.06], [0.86, 3.73, 2.77], [-0.47, -6.94, -4.84], [1.56, 1.91, -0.03], [-2.19, 0.53, 0.90], [-0.79, 0.46, -2.73], [-1.73, 1.29, 1.21], [-1.69, -1.69, -0.89], [2.02, 1.24, 0.09], [-1.14, 0.25, 2.29], [0.99, -1.13, 2.09], [-2.20, -1.11, -0.11], [-0.22, -2.17, -0.84], [-0.32, 1.98, -1.58], [0.58, 2.41, 0.73], [0.61, -2.03, 1.33], [-1.40, 0.35, -1.75], [0.92, -2.50, -0.25], [-1.80, -0.92, 1.33], [-1.61, 1.22, -1.79], [0.63, 2.41, -1.49], [-1.83, 1.08, 1.18], [1.82, -1.03, 1.19], [1.88, 1.47, 0.82], [0.19, 1.65, 1.49], [0.42, 1.71, 0.86], [-0.70, -0.09, -0.23], [3.56, 1.07, -0.31], [-8.43, -4.06, 0.69], [1.19, 0.99, -0.48], [0.85, 0.25, -0.65], [0.14, -0.03, 0.77], [2.40, 2.21, -0.32], [-0.02, -0.71, 0.54], [0.35, 0.02, -0.12], [0.06, -0.21, 0.03], [0.04, 0.08, -0.11], [0.22, 0.05, -0.10], [0.03, -0.11, 0.21], [-0.04, 0.08, -0.10], [0.17, 0.25, 0.19], [-0.12, 0.01, -0.07], [0.26, 0.26, 0.01], [-0.67, -0.08, 0.15], [3.37, -1.21, -0.83], [-8.01, 3.35, 3.40], [1.09, -0.97, -0.74], [0.74, -0.76, 0.01], [0.23, 0.67, -0.24], [2.22, -1.47, -1.91], [0.09, 0.77, 0.48], [0.32, -0.16, 0.03], [0.06, 0.09, 0.20], [0.02, -0.14, -0.03], [0.20, -0.14, -0.01], [0.07, 0.22, 0.03], [-0.05, -0.12, -0.04], [0.19, 0.05, -0.31], [-0.12, -0.04, 0.02], [0.25, -0.13, -0.25]],
  "lowdin_charge": [-0.02, -0.27, -0.05, -0.14, -0.18, -0.16, -0.21, -0.20, -0.18, -0.15, -0.03, -0.04, -0.11, -0.09, -0.27, -0.07, -0.02, -0.18, -0.03, 0.08, 0.03, -0.39, 0.04, 0.05, -0.13, -0.02, 0.10, 0.10, 0.10, 0.13, 0.14, 0.11, 0.12, 0.12, 0.11, 0.11, 0.11, 0.10, 0.12, 0.13, 0.13, 0.08, 0.14, 0.14, 0.13, 0.14, 0.14, 0.13, 0.12, -0.14, -0.33, 0.81, -0.24, -0.30, -0.12, -0.31, -0.14, 0.09, 0.08, 0.09, 0.09, 0.08, 0.09, 0.09, 0.08, 0.09, -0.14, -0.34, 0.81, -0.24, -0.31, -0.12, -0.31, -0.14, 0.09, 0.08, 0.09, 0.09, 0.08, 0.09, 0.09, 0.08, 0.09],
  "lumo_energy_ev": -3.47,
  "total_energy_ev": -76512.146,
  "homo_ha": -0.3464,
  "smiles": "CC(=O)OCCCCCCC1=C(CCC(=O)O)C(=O)C=C(B(O)O)C1=O.COP(=O)(OC)OC.COP(=O)(OC)OC"
}


{
  "formula": "C23H41BeCl3N3O3Si",
  "method": "ωB97M-V/def2-TZVPD",
  "symbols": ["C", "C", "H", "H", "H", "C", "C", "H", "H", "H", "H", "Be", "Cl", "Cl", "H", "H", "C", "C", "N", "H", "C", "O", "H", "H", "H", "H", "H", "H", "C", "C", "N", "H", "C", "O", "H", "H", "H", "H", "O", "C", "C", "C", "H", "C", "H", "C", "H", "C", "C", "H", "H", "H", "Si", "Cl", "C", "C", "C", "H", "H", "H", "H", "H", "H", "H", "H", "H", "C", "C", "C", "N", "H", "H", "H", "H", "H"],
  "coordinates": [[3.1150, -1.5710, -2.9755], [2.5185, -0.6839, -4.0200], [2.5177, -2.4825, -2.8447], [3.1647, -1.0398, -2.0198], [4.1325, -1.8793, -3.2628], [2.4331, -1.0562, -5.3132], [2.4406, -2.4792, -5.7672], [2.4498, -0.3146, -6.1176], [1.8477, -3.1093, -5.0839], [3.4514, -2.8966, -5.8343], [1.9866, -2.5500, -6.7647], [0.9964, 0.3981, 1.0620], [0.9934, 1.5989, 6.4700], [0.9108, 2.1644, 0.4517], [-4.4346, 1.2991, 6.8868], [-2.6971, 2.7242, 8.0807], [-3.7447, 0.4451, 6.9302], [-2.0646, 1.8264, 8.1342], [-2.3719, 0.9408, 7.0126], [-3.8496, -0.1754, 6.0380], [-1.4730, 0.5212, 6.1259], [-1.6333, -0.2790, 5.2280], [-1.0099, 2.1111, 8.0914], [-0.3817, 1.0542, 6.2964], [-3.9828, -0.1382, 7.8311], [-2.2764, 1.3143, 9.0837], [-0.7157, -3.9081, 3.1260], [-1.2576, -2.5889, -0.2206], [-1.6031, -3.2740, 2.9898], [-2.0009, -2.6416, 0.5816], [-1.4014, -2.3426, 1.8807], [-1.7970, -2.7279, 3.9189], [-0.6244, -1.2881, 2.0285], [-0.0698, -0.7227, 1.0072], [-2.8183, -1.9365, 0.3777], [-0.4551, -0.9145, 3.0488], [-2.4525, -3.9107, 2.7273], [-2.4223, -3.6453, 0.6525], [1.0403, 0.4461, -2.4377], [1.9965, 0.6556, -3.4902], [0.6418, 1.2208, -5.5785], [1.5308, 1.6182, -4.5830], [0.3878, 0.1623, -5.6896], [0.0751, 2.1689, -6.4526], [2.8562, 1.1167, -2.9807], [2.0112, 2.9392, -4.5728], [-0.6992, 1.8592, -7.1542], [0.5047, 3.5018, -6.3930], [1.5050, 3.8698, -5.4867], [2.7777, 3.2040, -3.8452], [0.0666, 4.2370, -7.0706], [1.8818, 4.8952, -5.4714], [-0.7503, 0.2646, -2.8028], [-0.5675, -1.7353, -3.1913], [-1.9959, 0.4743, -4.2839], [-0.9119, 2.2614, -2.6817], [-1.8903, 0.3199, -1.2846], [-2.2387, 1.5198, -4.5005], [-2.9305, -0.0249, -3.9930], [-1.6519, 0.0143, -5.2143], [-2.1820, -0.6836, -0.9810], [-2.8092, 0.8795, -1.5142], [-1.3777, 0.8198, -0.4607], [-0.5826, 2.7673, -3.5969], [-0.2816, 2.5712, -1.8379], [-1.9488, 2.5690, -2.4778], [1.8021, -1.6724, 5.6614], [2.7726, -0.8092, 4.8172], [2.2435, -0.3335, 3.5525], [1.8642, 0.0670, 2.5224], [0.7708, -1.3123, 5.5845], [2.0817, -1.6483, 6.7185], [1.8360, -2.7179, 5.3296], [3.0718, 0.0724, 5.3977], [3.6797, -1.3996, 4.6053]],
  "atomic_forces_ev_per_a": [[-0.34, -0.55, 0.24], [-0.43, 0.39, -0.96], [0.08, 0.09, 0.17], [-0.08, -0.19, -0.10], [-0.26, 0.08, 0.02], [0.64, 0.30, 0.46], [0.23, -0.40, -0.05], [-0.74, -0.13, 0.46], [0.24, 0.19, -0.20], [0.01, -0.14, -0.03], [0.12, -0.04, 0.21], [-0.32, 0.93, 0.49], [4.61, 1.67, 0.46], [0.34, -0.43, 0.24], [-0.01, -0.20, -0.06], [0.15, -0.12, 0.04], [0.14, 0.36, 0.45], [-0.01, -0.25, -0.53], [-2.16, -0.46, 0.39], [0.06, 0.12, 0.16], [2.61, 1.96, 1.21], [-1.18, -1.84, -1.65], [-0.22, -0.05, 0.01], [-3.65, -1.68, -0.52], [-0.09, -0.01, -0.18], [0.07, 0.08, -0.12], [-0.23, 0.14, -0.12], [-0.22, 0.03, 0.10], [-0.21, 0.14, 0.27], [-0.02, -0.40, -0.23], [0.33, 0.71, 0.05], [-0.02, -0.04, -0.12], [0.66, 0.06, -1.20], [-1.18, -0.86, 1.24], [0.38, -0.18, 0.08], [0.03, -0.25, -0.09], [0.14, 0.18, 0.30], [0.15, 0.08, -0.20], [-0.65, -0.65, -1.30], [0.52, 0.09, 0.28], [-0.47, 0.40, -0.51], [0.51, 0.09, 0.21], [-0.16, 0.63, 0.27], [0.63, 0.01, 0.53], [-0.11, 0.25, -0.05], [-0.55, -0.31, -0.46], [0.23, 0.09, 0.11], [-0.03, -0.43, 0.02], [0.12, -0.09, 0.19], [-0.26, 0.10, -0.11], [0.16, -0.14, 0.22], [-0.16, -0.27, -0.02], [-0.96, 5.47, 0.31], [0.49, -3.00, -0.17], [-0.19, -0.62, -0.56], [1.02, 0.27, 0.21], [-0.06, -1.19, 0.41], [0.15, -0.18, 0.08], [0.06, -0.13, -0.07], [-0.27, -0.15, 0.00], [-0.14, 0.04, 0.23], [0.46, -0.16, -0.14], [-0.18, -0.01, -0.02], [0.01, 0.17, 0.16], [-0.15, 0.38, -0.24], [0.20, -0.12, -0.13], [-0.33, -0.16, -0.33], [0.37, -0.37, 0.76], [-0.84, 1.12, -2.39], [1.14, -1.21, 2.39], [0.20, 0.07, 0.06], [0.07, 0.18, -0.29], [-0.02, 0.19, -0.01], [-0.23, 0.04, -0.19], [-0.23, 0.32, -0.13]],
  "lowdin_charge": [-0.06, -0.26, 0.07, 0.07, 0.08, -0.15, -0.11, 0.10, 0.07, 0.07, 0.07, -0.12, 0.02, 0.30, 0.08, 0.08, -0.07, -0.07, -0.20, 0.07, -0.49, -0.06, 0.04, -0.28, 0.08, 0.08, 0.10, 0.08, -0.01, -0.01, -0.13, 0.09, -0.14, -0.06, 0.10, 0.14, 0.09, 0.09, -0.28, -0.32, -0.09, -0.19, 0.10, -0.07, 0.14, -0.03, 0.10, -0.10, -0.10, 0.11, 0.09, 0.09, -0.06, 0.37, -0.26, -0.23, -0.22, 0.02, 0.01, -0.01, -0.04, 0.04, -0.01, 0.00, -0.05, 0.02, -0.10, -0.22, -0.05, 0.22, 0.05, 0.08, 0.07, 0.08, 0.13],
  "total_charge": -1,
  "lumo_energy_ev": 1.85,
  "total_energy_ev": -80979.399,
  "homo_ha": -0.1414
}


{
  "formula": "C23H41CeFP2",
  "method": "ωB97M-V/def2-TZVPD",
  "symbols": ["Ce", "C", "C", "C", "C", "C", "C", "H", "H", "H", "C", "H", "H", "H", "C", "H", "H", "H", "C", "H", "H", "H", "C", "H", "H", "H", "C", "C", "C", "C", "C", "C", "C", "C", "H", "H", "H", "H", "H", "H", "H", "H", "H", "H", "H", "H", "P", "C", "C", "P", "C", "C", "C", "H", "H", "H", "H", "H", "H", "H", "H", "H", "H", "H", "H", "H", "H", "F"],
  "coordinates": [[-1.4703, -1.8271, 0.8453], [-1.3995, -2.6939, 3.1391], [-1.5765, -1.2355, 3.2336], [-3.4512, -2.1393, 2.0664], [-2.5316, -3.2551, 2.3986], [-2.8648, -0.8941, 2.5798], [-0.3190, -3.4752, 3.7916], [0.5960, -2.8864, 3.8800], [-0.1036, -4.3956, 3.2428], [-0.6567, -3.7427, 4.7980], [-2.7589, -4.6758, 2.0512], [-1.8583, -5.2715, 2.2026], [-3.0799, -4.7733, 1.0083], [-3.5496, -5.0555, 2.7041], [-4.7568, -2.2758, 1.3959], [-5.4668, -2.5910, 2.1627], [-4.7134, -3.0230, 0.6018], [-5.0867, -1.3283, 0.9696], [-3.5045, 0.4436, 2.5500], [-4.1234, 0.5336, 3.4492], [-4.1470, 0.5602, 1.6730], [-2.7672, 1.2450, 2.5618], [-0.7480, -0.3040, 4.0228], [-1.2271, -0.2039, 5.0041], [-0.6919, 0.6839, 3.5666], [0.2586, -0.6912, 4.1667], [0.3323, -2.4470, -0.3001], [0.8200, -2.1652, 1.0130], [1.5588, -0.9187, 1.3729], [0.9234, 0.3607, 0.7972], [-0.5651, 0.3311, 0.7203], [-1.2912, -0.0305, -0.4746], [-0.6229, -0.5127, -1.7179], [0.4916, -1.5666, -1.4910], [2.5942, -1.0400, 1.0139], [1.3210, 0.5717, -0.2013], [1.6192, -0.8423, 2.4683], [1.4675, -1.0777, -1.4190], [-0.0062, -3.4910, -0.4755], [0.9087, -3.0216, 1.6897], [0.5289, -2.2232, -2.3716], [-1.3903, -0.9382, -2.3821], [-2.3440, 0.2904, -0.5471], [-0.2086, 0.3728, -2.2201], [1.1997, 1.2184, 1.4269], [-1.1281, 0.9124, 1.4590], [3.0921, 1.9147, -2.3205], [3.8122, 0.6578, -3.4740], [4.6582, 2.6671, -1.6841], [1.1786, 4.2391, -2.9975], [2.6360, 3.2218, -3.5699], [2.0727, 5.8149, -2.6011], [0.4878, 4.7008, -4.6518], [3.0070, 0.2045, -4.0715], [4.2869, -0.1417, -2.8872], [4.5572, 1.0963, -4.1514], [5.3556, 2.9147, -2.4944], [5.1444, 1.9615, -0.9940], [4.4175, 3.5817, -1.1239], [1.2446, 5.1493, -5.3055], [-0.3390, 5.4120, -4.5137], [0.0845, 3.7990, -5.1345], [2.3892, 2.7214, -4.5222], [3.4901, 3.8999, -3.7377], [1.3356, 6.6017, -2.3871], [2.7181, 6.1431, -3.4254], [2.6834, 5.6719, -1.6987], [-2.5235, -2.7426, -0.6804]],
  "atomic_forces_ev_per_a": [[-5.89, -4.47, -2.72], [-2.29, 1.25, 0.15], [-2.89, -1.88, -0.22], [1.26, -0.37, 3.15], [-0.98, 2.43, 2.39], [0.73, -2.48, 1.90], [0.15, -0.07, -0.03], [0.01, -0.14, 0.14], [0.06, 0.01, 0.19], [0.17, -0.07, -0.08], [0.08, -0.09, -0.31], [-0.13, -0.08, 0.01], [-0.06, -0.16, 0.15], [0.05, -0.16, -0.14], [-0.07, -0.06, -0.36], [-0.23, -0.01, -0.16], [-0.19, 0.02, 0.08], [-0.14, -0.09, 0.02], [-0.06, 0.03, -0.18], [-0.01, 0.16, -0.15], [-0.02, 0.12, 0.16], [-0.12, 0.14, 0.10], [0.15, 0.13, 0.11], [0.22, 0.13, -0.05], [0.05, 0.08, 0.15], [0.02, 0.11, 0.15], [6.02, -1.92, 1.95], [3.21, -2.23, -4.17], [-0.03, 0.29, 0.67], [0.62, 0.04, 0.01], [-1.66, 3.39, -4.41], [2.47, 6.07, 1.54], [-0.50, -0.82, -0.57], [0.10, 0.34, -0.60], [-0.20, 0.09, 0.06], [0.00, 0.11, 0.13], [0.05, -0.05, -0.34], [-0.12, 0.01, 0.02], [-0.11, 0.61, 0.18], [-0.40, 0.19, -0.09], [-0.08, 0.15, 0.27], [0.27, 0.18, 0.19], [0.22, -0.35, 0.24], [0.04, -0.05, 0.12], [-0.07, -0.25, -0.15], [0.01, -0.51, -0.12], [0.54, 0.14, -0.64], [-0.04, -0.17, 0.13], [-0.11, -0.16, 0.37], [0.16, 0.32, -0.47], [-0.14, -0.03, 0.20], [-0.19, -0.06, 0.22], [-0.16, -0.05, 0.11], [0.23, 0.13, 0.11], [-0.04, 0.17, -0.19], [-0.18, -0.11, 0.16], [-0.21, -0.08, 0.14], [-0.07, 0.26, -0.18], [0.11, -0.23, -0.13], [-0.12, -0.07, 0.11], [0.23, -0.18, -0.08], [0.08, 0.27, 0.10], [0.03, 0.19, 0.35], [-0.20, -0.38, -0.10], [0.22, -0.19, -0.04], [-0.15, -0.09, 0.13], [-0.13, 0.08, -0.22], [0.42, 0.48, 0.57]],
  "lowdin_charge": [1.19, -0.25, -0.25, -0.28, -0.28, -0.26, 0.00, 0.09, 0.10, 0.13, 0.02, 0.10, 0.10, 0.13, 0.02, 0.13, 0.10, 0.10, 0.01, 0.13, 0.10, 0.09, 0.02, 0.13, 0.09, 0.09, -0.18, -0.16, -0.10, -0.12, -0.14, -0.18, -0.11, -0.10, 0.16, 0.07, 0.12, 0.12, 0.17, 0.14, 0.16, 0.14, 0.17, 0.15, 0.15, 0.12, 0.77, -0.33, -0.31, 0.75, -0.61, -0.32, -0.33, 0.03, 0.03, 0.05, 0.05, 0.03, 0.03, 0.05, 0.04, 0.03, 0.05, 0.05, 0.04, 0.05, 0.03, -0.27],
  "total_charge": 2,
  "lumo_energy_ev": -9.03,
  "total_energy_ev": -58719.533,
  "homo_ha": -0.4620
}


For the records above, the corresponding Kohn-Sham gap values read 5.96 5.69 3.55 eV.